[1]
The following is a DFT calculation (wB97M-V/def2-TZVPD) of C41H33ClIIrN2O2PS as an isolated structure in a non-equilibrium geometry.

Structure (XYZ):
```
83
Properties=species:S:1:pos:R:3:forces:R:3
Ir -0.016 0.116 0.109 -1.5 -0.3 0.7
I 2.461 0.438 -1.151 -0.4 0.6 0.8
C 3.453 2.196 -0.353 0.3 -0.4 -0.1
C 4.812 2.021 -0.226 -0.8 -0.5 -0.2
C 5.646 3.088 0.106 0.0 0.6 0.0
C 5.112 4.344 0.214 0.2 -0.5 0.0
C 3.723 4.551 0.080 -0.2 -0.2 -0.1
C 3.222 5.867 0.142 -0.4 0.1 0.0
C 1.883 6.125 0.019 0.5 0.0 0.0
C 1.002 5.052 -0.083 -0.1 -0.6 -0.1
C 1.436 3.736 -0.148 -0.1 -0.2 0.1
P -0.002 2.586 -0.069 -0.6 -0.2 0.3
C -0.954 3.069 -1.521 0.0 -0.3 0.0
C -2.346 2.962 -1.521 0.1 0.1 0.0
C -3.070 3.387 -2.619 0.0 0.1 -0.1
C -2.411 3.888 -3.734 0.0 -0.1 0.1
C -1.023 3.940 -3.758 0.0 0.0 -0.1
C -0.290 3.522 -2.666 0.0 0.0 0.2
C -0.830 3.173 1.443 0.0 -0.4 0.0
C -1.994 3.936 1.495 0.1 -0.1 -0.2
C -2.548 4.259 2.721 0.0 0.0 0.1
C -1.945 3.843 3.897 0.0 -0.1 -0.1
C -0.766 3.112 3.852 0.0 0.0 0.1
C -0.213 2.774 2.632 0.0 0.0 -0.2
C 2.827 3.447 -0.142 -0.1 0.2 0.0
H 5.235 1.047 -0.415 0.1 -0.1 0.0
H 6.703 2.915 0.220 0.1 0.0 0.0
H 5.750 5.197 0.395 0.0 0.1 0.0
H 3.922 6.676 0.274 0.1 0.1 0.0
H 1.504 7.136 0.026 0.0 0.0 0.0
H -0.057 5.260 -0.116 -0.1 0.0 0.0
H -2.868 2.538 -0.678 0.0 0.2 0.0
H -4.148 3.330 -2.601 -0.1 0.0 0.0
H -2.978 4.214 -4.591 0.0 0.1 -0.1
H -0.511 4.319 -4.629 0.0 0.0 -0.1
H 0.791 3.565 -2.689 0.0 0.1 0.0
H -2.464 4.297 0.593 0.0 0.0 -0.1
H -3.456 4.842 2.756 -0.1 0.1 0.0
H -2.395 4.088 4.846 0.0 0.1 0.1
H -0.281 2.810 4.768 0.0 0.0 0.1
H 0.708 2.198 2.589 0.0 0.0 0.1
C -5.944 -5.450 -0.802 -0.2 -0.1 -0.1
C -5.208 -4.161 -0.695 0.2 0.3 0.0
C -4.125 -3.874 -1.529 -0.1 0.1 0.1
C -3.448 -2.673 -1.424 0.2 0.1 -0.1
C -3.862 -1.748 -0.483 0.2 0.6 0.0
C -4.938 -2.002 0.353 -0.2 0.1 0.1
C -5.608 -3.203 0.242 0.2 -0.1 -0.2
S -3.033 -0.196 -0.316 0.1 0.0 1.0
O -2.119 0.045 -1.428 0.3 -0.4 -0.4
O -3.941 0.843 0.065 -0.3 -0.5 -0.1
N -1.920 -0.386 0.866 2.3 0.8 -2.9
C -1.837 -0.427 2.192 -0.3 -0.1 2.0
C -2.899 -0.528 3.102 0.4 0.1 -0.5
C -2.592 -0.687 4.433 0.3 0.0 -0.1
C -1.256 -0.748 4.819 0.3 0.0 -0.2
C -0.263 -0.572 3.862 0.1 -0.1 1.0
N -0.539 -0.395 2.583 -0.4 0.1 -1.6
H -5.378 -6.193 -1.358 0.0 0.0 0.0
H -6.893 -5.286 -1.319 0.0 -0.1 0.0
H -6.178 -5.842 0.186 0.0 -0.1 0.0
H -3.826 -4.588 -2.281 0.1 -0.1 0.0
H -2.615 -2.435 -2.067 0.0 0.0 -0.2
H -5.246 -1.258 1.071 -0.2 0.1 0.0
H -6.464 -3.405 0.868 0.0 0.0 0.1
H -3.909 -0.472 2.733 -0.2 0.0 0.0
H -3.377 -0.780 5.165 -0.1 0.0 0.1
H -0.990 -0.950 5.843 0.1 0.1 0.1
H 0.782 -0.603 4.139 0.1 0.1 0.0
Cl 5.666 -4.282 -0.719 -0.1 0.0 0.0
C 4.071 -3.701 -0.585 -0.3 0.2 0.1
C 3.278 -3.559 -1.731 0.1 0.0 -0.1
C 2.001 -3.075 -1.630 -0.2 0.0 0.3
C 1.431 -2.765 -0.361 0.6 -0.1 0.0
C 0.095 -2.364 -0.231 -0.1 0.7 0.2
C 2.271 -2.899 0.783 -0.3 0.0 -0.1
C 3.555 -3.352 0.673 0.2 0.0 0.0
H 3.679 -3.846 -2.689 0.1 0.0 -0.1
H 1.383 -2.991 -2.511 0.0 0.0 -0.1
H -0.394 -2.550 0.714 -0.1 0.1 0.2
H -0.533 -2.379 -1.108 -0.1 0.0 -0.2
H 1.860 -2.629 1.746 0.0 -0.1 0.1
H 4.178 -3.451 1.545 0.1 0.0 0.2
```
Forces are in eV/Å.

Properties
* HOMO (alpha / beta): -13.1 / -13.4 eV
* gap between HOMO and LUMO (alpha / beta): 5.31 / 5.42 eV
* spin multiplicity: 2
* LUMO (alpha / beta): -7.8 / -8.0 eV
* total energy: -93697.319 eV
* strongest force on any atom: 0.0732 Eh/bohr
* charge: +2
* expectation value of S²: 1.136
* relative energy (zero: lowest compared OMol25 entry of this formula, charge and spin): 46.4 kJ/mol

[2]
The following is a DFT calculation (wB97M-V/def2-TZVPD) of C32H33BF3IrN6O6S3 as an isolated structure in a non-equilibrium geometry.

Structure (XYZ):
```
85
Properties=species:S:1:pos:R:3:forces:R:3
Ir -0.141 -0.048 0.076 -0.7 5.9 -0.5
C -0.983 3.315 4.465 0.1 0.0 -0.5
S -0.945 4.076 2.813 0.1 0.1 0.1
C -0.346 2.771 1.832 -0.2 -2.1 0.1
S -0.586 1.102 2.290 0.8 -0.6 -1.2
N 0.254 3.111 0.738 0.4 2.7 -0.7
N 0.700 2.190 -0.063 0.4 -2.3 -1.4
C 1.454 2.441 -1.119 -1.8 1.2 2.5
C 1.994 1.337 -1.797 0.6 -2.2 -0.9
C 2.818 1.463 -2.941 -0.6 0.4 0.8
C 3.334 0.345 -3.533 0.0 -0.8 0.2
C 3.051 -0.912 -2.979 0.1 0.6 -0.4
C 2.221 -0.974 -1.879 0.3 -0.2 -0.3
N 1.704 0.097 -1.297 0.7 0.5 0.1
H -1.638 3.921 5.082 -0.1 0.0 0.0
H 0.023 3.310 4.873 0.0 0.0 0.1
H -1.363 2.303 4.375 -0.1 0.0 0.2
H 1.666 3.461 -1.412 0.1 0.1 0.0
H 3.026 2.456 -3.311 0.0 0.1 -0.1
H 3.949 0.426 -4.417 0.1 0.0 -0.1
H 3.448 -1.813 -3.415 0.1 -0.2 0.0
H 1.945 -1.929 -1.456 0.0 0.0 0.1
F 1.583 -1.643 -6.324 0.0 0.1 0.0
C 0.712 -0.635 -6.044 0.0 -0.2 0.5
C 0.237 -0.576 -4.757 -0.2 0.3 -0.3
C -0.594 0.466 -4.338 0.1 -0.3 -0.5
C -1.052 0.530 -2.948 -0.4 0.4 0.2
O -0.809 -0.401 -2.156 0.6 -0.4 -0.1
C -1.777 1.730 -2.631 0.2 -0.2 0.5
C -2.076 2.630 -3.600 0.1 -0.2 0.0
N -1.744 2.493 -4.910 -0.2 0.0 0.3
C -2.191 3.481 -5.846 0.0 0.3 -0.3
C -3.606 3.963 -5.765 0.0 0.0 0.0
C -3.183 3.090 -6.906 -0.1 0.0 -0.1
C -0.961 1.432 -5.296 0.2 -0.3 0.1
C -0.527 1.305 -6.618 0.3 -0.3 -0.1
C 0.333 0.284 -7.028 -0.5 0.4 0.3
N 0.704 0.183 -8.389 0.0 -0.2 -0.1
C 0.984 1.378 -9.159 0.0 0.1 0.0
C 0.417 1.165 -10.579 0.0 0.8 0.3
N 0.394 -0.297 -10.846 -0.3 -0.3 -0.3
C 1.645 -0.914 -10.348 0.7 -0.3 0.4
C 1.570 -0.908 -8.813 0.1 -0.3 0.1
C -2.290 2.055 -1.220 0.0 -0.2 -0.1
O -2.953 3.074 -1.106 -0.2 0.5 -0.1
O -2.021 1.238 -0.294 0.0 -0.8 0.5
H 0.517 -1.343 -4.055 0.1 -0.1 0.1
H -2.625 3.519 -3.327 -0.1 0.0 0.1
H -1.428 4.205 -6.112 0.0 0.0 0.0
H -3.803 5.007 -5.952 0.1 0.1 0.0
H -4.245 3.531 -5.012 0.0 -0.1 0.1
H -3.089 3.527 -7.890 0.1 0.1 0.0
H -3.530 2.068 -6.912 0.0 -0.1 0.1
H -0.890 2.024 -7.331 0.0 0.1 -0.1
H 2.065 1.570 -9.205 -0.1 0.0 0.0
H 0.516 2.248 -8.706 0.1 0.0 -0.1
H 1.041 1.655 -11.326 0.0 -0.2 -0.1
H -0.599 1.550 -10.665 0.0 -0.2 0.0
H 0.233 -0.496 -11.837 0.0 0.0 0.2
H -0.369 -0.703 -10.289 0.0 0.1 -0.2
H 2.488 -0.331 -10.718 -0.2 0.0 -0.1
H 1.748 -1.934 -10.718 -0.1 0.1 -0.1
H 2.584 -0.833 -8.397 -0.1 0.0 -0.2
H 1.136 -1.847 -8.468 0.1 0.1 -0.1
C 2.749 0.003 5.188 0.0 0.0 0.1
C 1.925 -0.703 4.160 -0.1 -0.1 -0.1
C 2.445 -0.956 2.894 -0.2 -0.1 0.0
C 1.676 -1.579 1.928 0.3 -0.3 0.0
C 0.378 -1.960 2.236 -0.1 -0.3 -0.2
C -0.145 -1.769 3.502 0.0 -0.1 0.1
C 0.632 -1.134 4.456 0.1 -0.1 -0.2
S -0.569 -2.710 0.942 -0.5 -0.4 1.0
O -1.027 -4.009 1.282 -0.2 -0.1 0.2
O -1.895 -1.716 0.918 1.9 -0.6 1.4
O 0.141 -2.532 -0.289 -0.1 -0.1 -0.3
H 3.679 0.367 4.758 0.1 0.0 0.0
H 2.982 -0.675 6.008 0.1 0.0 0.1
H 2.204 0.850 5.600 0.0 0.1 0.1
H 3.455 -0.657 2.656 0.1 0.0 0.0
H 2.092 -1.814 0.961 0.0 0.1 -0.1
H -1.148 -2.102 3.712 -0.2 0.0 0.2
H 0.226 -0.958 5.441 -0.1 0.0 0.1
F -3.024 -2.774 -0.817 0.3 -0.3 -0.4
B -2.998 -1.934 0.198 -1.7 -0.5 -1.1
F -4.138 -1.372 0.506 -0.1 0.5 0.4
```
Forces are in eV/Å.

Properties
* HOMO (alpha / beta): -8.8 / -8.5 eV
* gap between HOMO and LUMO (alpha / beta): 5.46 / 5.17 eV
* spin multiplicity: 2
* LUMO (alpha / beta): -3.4 / -3.4 eV
* total energy: -99111.898 eV
* strongest force on any atom: 0.1170 Eh/bohr
* charge: +1
* expectation value of S²: 0.785
* relative energy (zero: lowest compared OMol25 entry of this formula, charge and spin): 441.9 kJ/mol

[3]
The following is a DFT calculation (wB97M-V/def2-TZVPD) of an isolated molecule of C9H10N4 in a non-equilibrium geometry.

Structure (XYZ):
```
23
Properties=species:S:1:pos:R:3:forces:R:3
C -4.619 -0.169 0.530 -1.3 2.2 -0.2
C -3.412 -0.864 -0.331 -2.2 -3.1 -0.3
C 1.009 0.584 -0.023 0.8 5.1 0.1
C 1.949 1.686 0.104 2.5 -2.3 -2.8
C 3.375 1.262 -0.019 -2.5 1.7 0.4
C 3.677 -0.142 0.024 2.5 0.6 0.3
C 2.682 -1.097 -0.005 0.2 -0.5 1.7
C 1.400 -0.694 -0.014 1.5 0.7 -0.1
C 5.073 -0.685 0.117 5.8 0.6 -1.7
H -5.609 -0.711 0.540 1.2 0.1 -0.5
H -4.458 -0.046 1.767 0.3 0.0 -3.7
H -4.949 0.955 -0.038 1.3 -3.2 2.1
H -3.264 -1.932 0.239 0.4 2.5 -1.5
H -3.672 -1.221 -1.593 0.4 1.4 4.0
H -0.836 1.818 -0.276 1.6 -2.3 0.6
H 1.734 2.711 -0.327 -0.1 -1.2 1.3
H 4.033 2.214 -0.163 -0.5 -2.6 0.4
H 2.769 -2.147 0.308 0.9 0.4 -0.9
H 0.653 -1.342 -0.029 -2.8 -3.2 0.0
N -2.351 0.092 -0.284 2.6 0.2 -0.2
N -1.128 -0.245 -0.377 -3.2 1.5 1.0
N -0.329 0.862 -0.127 -2.6 0.6 -1.1
N 6.271 -0.888 -0.024 -7.1 0.8 1.2
```
Forces are in eV/Å.

Properties
* HOMO: -8.5 eV
* SMILES: CC/N=N/Nc1ccc(C#N)cc1
* gap between HOMO and LUMO: 8.45 eV
* LUMO: -0.1 eV
* total energy: -15449.280 eV
* strongest force on any atom: 0.1400 Eh/bohr
* charge: 0
* relative energy (zero: lowest compared OMol25 entry of this formula, charge and spin): 664.5 kJ/mol